(1)
8
Properties=species:S:1:pos:R:3:forces:R:3 method="wB97M-V/def2-TZVPD" charge=0 lumo_energy_ha="-0.095 / -0.095" homo_ev="-8.57 / -8.57" homo_lumo_gap_ev="6.0 / 6.0" e_above_lowest_ev=2.963
C -1.494093 -0.514714 -0.006288 -1.12 0.19 0.02
C -2.697006 -0.706422 0.017019 -1.84 -0.25 -0.05
C -0.103811 -0.076582 -0.004454 -0.01 -0.22 0.01
P -5.587909 -0.882877 -0.003336 2.02 2.06 0.02
S -6.153936 0.935417 0.000657 0.51 -1.89 0.00
H 0.168763 0.237485 1.004369 0.17 0.04 -0.09
H 0.016893 0.763706 -0.691267 0.13 -0.05 0.07
H 0.550059 -0.892961 -0.313540 0.14 0.12 0.02

=====

(2)
7
Properties=species:S:1:pos:R:3:forces:R:3 method="wB97M-V/def2-TZVPD" charge=0 lumo_energy_ha=-0.009 homo_ev=-9.96 homo_lumo_gap_ev=9.7 e_above_lowest_ev=3.756
C -0.844081 1.069344 1.632297 1.16 -1.29 -1.92
C -0.291252 0.480375 0.735194 1.51 -2.76 -3.02
C 0.515482 -0.709327 -1.003134 -1.10 -0.46 2.99
H -1.084860 1.889922 2.174218 -0.94 1.64 1.73
H 1.019215 -1.701890 -0.690672 -0.28 2.25 0.24
H -0.458192 -1.088770 -1.360409 0.48 1.25 -0.30
H 1.143689 0.060345 -1.487494 -0.84 -0.63 0.28

=====

(3)
60
Properties=species:S:1:pos:R:3:forces:R:3 method="wB97M-V/def2-TZVPD" charge=+1 lumo_energy_ha=-0.095 homo_ev=-13.36 homo_lumo_gap_ev=10.8 e_above_lowest_ev=7.542
C -3.258868 0.944668 -2.528336 1.22 -0.71 1.26
C -1.834882 1.442770 -2.439066 0.59 0.57 -2.00
C -1.451150 2.327320 -1.519231 -1.56 -0.47 1.54
N -0.060684 2.750400 -1.322716 -0.45 2.62 -1.61
H -4.019001 1.635356 -2.673184 -1.03 1.78 -0.87
H -3.360732 0.139540 -3.207649 -0.03 -0.27 -1.27
H -3.562952 0.505896 -1.597828 0.14 -0.12 0.94
H -1.167161 1.150274 -3.351458 -0.87 0.46 2.12
H -2.126453 2.681299 -0.605555 1.88 -0.64 -2.80
H 0.222411 2.563536 -0.387486 1.28 -1.41 0.92
H 0.615386 2.522131 -2.105396 -0.53 -0.59 1.44
H -0.025476 3.787286 -1.204769 -0.16 -0.42 -0.73
H -1.849332 -4.475491 0.327197 0.83 0.37 0.31
H -1.432253 -3.074765 0.037399 -0.13 1.08 -0.67
O -1.122979 -3.837686 0.503912 -1.01 -1.55 -0.06
H 1.952430 -2.511114 -2.775503 -1.01 -1.32 0.25
H 0.399245 -3.172847 -2.972602 0.40 -1.28 0.35
O 1.007482 -2.455345 -3.009496 0.35 2.51 -1.04
H 2.920917 1.938022 -0.384141 0.50 -1.00 0.01
H 2.575882 2.886773 0.744088 -0.23 0.19 0.80
O 2.679781 2.834270 -0.197193 -0.39 0.82 -1.04
H 0.331415 3.005236 2.062706 -0.36 -0.29 0.05
H 1.689232 2.544477 2.551033 -0.39 0.00 0.21
O 1.196622 3.334108 2.293453 0.59 0.37 -0.01
H 0.824214 -1.429383 -1.324766 2.60 -0.60 -3.10
H -0.198218 -0.406671 -0.889910 -0.15 0.57 -0.63
O 0.150937 -1.273784 -0.744738 -3.12 -0.21 4.35
H 3.510122 -3.571903 -1.467217 2.37 -3.36 -0.60
H 2.758661 -2.864684 -0.399381 -0.23 -0.05 0.62
O 2.987691 -2.854478 -1.324116 -1.63 2.86 0.22
H -1.619471 1.583443 3.298070 -0.97 -1.10 -0.13
H -1.426456 0.670328 2.174448 0.35 -0.41 -1.09
O -1.951420 0.705857 2.962170 0.16 1.17 1.35
H -3.493103 -1.353134 -2.178199 -2.24 0.22 -0.27
H -2.112776 -1.262529 -2.268723 1.65 0.08 -0.15
O -2.755717 -1.813660 -1.852624 0.79 -1.19 0.71
H -2.887955 2.105959 0.766496 -2.57 -3.43 -2.11
H -2.943739 3.190271 1.618309 2.20 -0.70 -0.29
O -2.245748 2.576216 1.187713 -0.01 4.45 2.93
H 1.875061 0.447319 -1.458968 -0.32 -0.56 -2.99
H 1.673227 0.236944 -3.178086 0.36 -0.05 1.45
O 1.282478 0.473073 -2.309338 0.39 1.09 1.04
H 0.477977 -2.491061 1.132912 0.17 0.71 0.58
H 0.808352 -3.739014 1.482830 -0.85 -5.95 -1.47
O 0.973940 -2.950833 1.836313 0.92 5.55 1.00
H 0.835106 -0.043376 0.939700 -1.23 -2.55 -2.29
H 1.675459 0.033118 2.200681 -2.28 2.54 -2.35
O 1.150333 0.625998 1.473444 2.98 -0.08 4.09
H 4.370524 -1.275431 2.242862 5.25 0.94 1.12
H 3.051291 -1.159902 2.738267 -0.40 -0.60 -0.08
O 3.548732 -1.461441 1.967068 -4.68 -0.63 -0.81
H -0.422178 0.288626 3.822391 -2.99 -1.01 -1.01
H 0.654904 -0.283814 4.774032 -0.89 3.12 -2.27
O 0.410184 0.527807 4.113088 4.48 -2.50 3.92
H -3.706657 0.047992 1.791706 -0.40 -1.00 -1.37
H -4.145799 -1.022544 0.708059 -1.05 -4.78 -0.20
O -3.933714 -0.171831 0.844881 1.66 5.96 1.65
H 3.027405 -0.753994 0.332067 1.11 0.97 -1.57
H 4.180927 -0.505902 -0.716475 1.72 -0.64 -0.35
O 3.296545 -0.289698 -0.533148 -2.78 0.45 1.98

=====

(4)
61
Properties=species:S:1:pos:R:3:forces:R:3 method="wB97M-V/def2-TZVPD" charge=-1 lumo_energy_ha=0.085 homo_ev=-6.46 homo_lumo_gap_ev=8.8 e_above_lowest_ev=3.459
C -1.968392 1.824395 -0.401123 1.19 -3.10 -0.69
C -1.363822 3.047583 -0.992836 -1.21 2.85 1.71
S -2.629520 4.396823 -0.618636 0.18 0.39 -0.13
C -0.774552 1.076771 0.210203 1.26 -2.54 0.07
N -0.903640 -0.402844 -0.030634 -0.54 -0.88 0.14
H -2.360682 1.085076 -1.155446 0.40 0.98 0.22
H -2.831280 1.922298 0.239838 0.04 0.59 0.29
H -1.139319 3.037252 -2.039674 -0.23 -0.06 -0.63
H -0.464767 3.468667 -0.494463 -0.44 -0.88 -0.23
H -0.517787 1.202013 1.285904 -0.51 0.22 -0.60
H 0.134173 1.332349 -0.333666 -0.11 0.73 0.13
H -0.745064 -0.637081 -1.009680 -0.95 1.01 -0.47
H -0.159926 -1.027315 0.262046 0.45 0.72 1.43
H -0.413969 0.703257 -3.147316 -0.14 -0.38 -0.10
H 0.776772 0.375739 -2.005902 0.84 -0.94 0.22
O -0.216906 -0.170552 -2.767922 0.17 1.28 -0.93
H 2.415142 -2.396166 3.533473 0.63 1.82 1.01
H 1.928394 -0.960775 3.681245 0.16 0.30 0.38
O 2.665771 -1.520771 3.976631 -0.67 -1.87 -0.83
H 2.495653 -2.781898 -1.894348 0.54 0.09 0.51
H 3.107912 -1.517906 -1.431792 0.02 0.05 0.27
O 3.157792 -2.465234 -1.241489 -0.18 -0.19 -0.28
H 2.481510 0.778824 -0.078309 0.01 -0.45 -0.37
H 3.522485 0.009842 0.775187 -0.21 0.23 -0.16
O 3.223751 0.896496 0.535943 0.42 0.21 0.92
H 0.404151 -2.433137 1.836751 -0.44 -0.59 0.13
H 0.721476 -3.789857 2.372252 -0.25 -0.04 -0.02
O -0.010401 -3.307744 1.970734 -0.06 0.33 0.03
H -2.422598 1.580161 3.388771 -0.26 0.22 0.65
H -2.402123 1.547859 1.967396 -0.02 0.69 -0.24
O -2.397105 2.223534 2.670488 -0.34 -1.13 0.11
H -0.213367 -3.516087 -1.580388 -0.23 -0.53 0.24
H 0.349256 -3.218477 -2.895428 -0.20 -0.80 0.13
O 0.003366 -3.994055 -2.391926 -0.18 0.64 0.09
H 0.859471 1.752087 3.627673 -0.09 -0.80 -0.20
H 1.879423 1.049565 2.775464 0.06 -0.30 -0.15
O 1.144353 0.838425 3.368229 0.22 0.71 0.05
H 2.180831 1.025288 -2.320299 0.34 0.00 0.06
H -2.663430 4.242748 0.749066 0.22 -0.12 -0.92
O 1.783154 0.519198 -1.603298 -0.39 0.47 -0.45
H 3.216796 -2.126052 1.683008 0.20 -0.16 -0.26
H 2.355700 -3.207389 0.899831 0.39 0.97 0.10
O 2.333647 -2.477458 1.553216 0.04 -0.69 -0.33
H -2.939873 -2.033028 -0.569407 -0.74 0.27 -0.42
H -4.144004 -1.694171 -1.489234 0.47 0.23 -0.06
O -3.916626 -1.943468 -0.588791 0.37 -0.55 0.36
H 1.785745 -2.382656 -4.140480 0.16 -0.18 -0.24
H 1.346311 -1.199371 -3.284244 -0.74 0.30 0.35
O 1.512792 -2.154296 -3.251041 0.58 0.33 -1.04
H -3.701605 -1.353544 1.064632 0.22 0.39 1.21
H -2.421344 -0.699378 1.502779 -0.58 -0.69 0.36
O -3.246912 -1.067778 1.909468 0.38 0.49 -1.37
H -1.643442 -0.633853 -3.021618 -1.11 -0.01 1.22
H -2.678839 -1.427886 -3.700056 -0.70 -0.16 0.15
O -2.652090 -0.875572 -2.906062 1.29 -0.15 -1.31
H 2.045987 2.554292 -1.063743 -0.25 -0.74 -0.03
H 2.634963 3.881774 -0.792262 0.04 0.28 -0.12
O 2.032903 3.447473 -1.405072 0.21 0.51 0.17
H 0.306372 3.337166 2.284768 -0.68 -0.14 -0.57
H -0.890610 2.998177 3.330586 -0.10 0.02 -1.27
O 0.027968 3.260641 3.191022 1.04 0.73 1.70

=====

(5)
61
Properties=species:S:1:pos:R:3:forces:R:3 method="wB97M-V/def2-TZVPD" charge=0 lumo_energy_ha=-0.001 homo_ev=-8.55 homo_lumo_gap_ev=8.5 e_above_lowest_ev=0.000
C 0.698315 0.298102 0.210112 -1.21 -0.24 -0.43
O -0.389029 -0.647752 0.290577 -0.58 -0.06 0.75
C 1.480701 0.053301 -1.087732 -1.38 0.21 0.35
C 2.071080 1.340357 -1.645981 0.09 0.14 -0.40
S 2.781827 1.113285 -3.309653 -0.15 0.05 -0.08
H 0.224933 1.289254 0.267139 0.45 -0.14 -0.21
H 1.315834 0.150572 1.085812 0.39 0.18 0.28
H -0.689655 -3.994637 1.537045 -0.83 -0.33 0.10
H 2.279301 -0.655963 -0.890842 -1.23 0.08 -0.34
H 0.808648 -0.393925 -1.832823 -0.16 0.26 0.17
H 2.906331 1.688586 -1.026679 -0.40 0.10 -0.50
H 1.337136 2.151272 -1.689529 -0.02 -0.17 0.01
H 1.628339 0.842182 -3.951451 0.09 0.11 0.14
H 1.431218 -2.310878 2.680336 0.08 0.09 0.11
H 2.360266 -1.129967 3.031103 -0.21 -0.37 0.25
O 1.769763 -1.784519 3.445067 0.17 0.53 -0.29
H -3.552949 0.825767 0.785411 0.06 -0.17 0.03
H -2.813688 0.019421 -0.282219 -0.04 0.07 0.05
O -3.526575 0.664395 -0.165283 -0.07 -0.07 0.03
H 0.858898 3.002650 1.903668 -0.32 0.07 -0.06
H 0.888943 3.458979 0.407883 -0.01 -0.21 0.50
O 1.445321 3.160675 1.157723 0.54 0.32 -0.29
H -3.091121 -1.886186 1.059117 -0.06 -0.04 -0.15
H -2.540496 -3.316018 0.837474 -0.26 0.55 -0.36
O -2.970673 -2.544177 0.360552 0.16 -0.21 0.51
H 4.231113 1.923409 1.274175 -0.07 -0.06 -0.02
H 2.700549 2.026409 1.019982 0.25 -0.08 0.14
O 3.463529 1.392305 1.033593 -0.01 0.27 0.42
H -2.211628 -2.071085 -1.132221 -0.08 -0.42 -0.20
H -2.323791 -2.670950 -2.597492 0.00 0.12 0.40
O -1.884340 -1.998186 -2.060192 0.24 0.08 -0.18
H -1.791017 3.414677 2.717799 -0.09 0.19 -0.11
H -1.207848 3.205368 1.257189 -0.18 0.23 0.31
O -1.258313 2.832215 2.173218 0.20 -0.23 -0.15
H -0.972987 -0.391598 1.085108 0.67 -0.21 -0.98
H -1.711823 -4.422237 2.618889 -0.11 -0.08 0.13
O -1.602750 -4.398933 1.665185 1.04 0.23 -0.07
H -0.340725 0.250236 4.796914 -0.10 0.07 0.21
H 0.291586 -0.914609 4.044950 0.04 -0.38 0.00
O -0.573577 -0.579171 4.370586 0.27 0.13 0.02
H 2.520414 -2.749241 -1.001124 -0.28 -0.07 -0.33
H 1.041804 -2.824289 -1.458026 0.06 0.13 -0.19
O 1.767186 -3.355663 -1.106855 0.39 0.03 0.16
H -3.003739 1.986414 -1.198091 0.02 0.08 -0.05
H -2.216685 1.837726 -2.502132 -0.29 0.57 0.50
O -2.490530 2.529140 -1.831681 0.46 -0.40 -0.39
H -1.541850 -0.160620 3.092793 -0.34 0.17 -0.47
H -1.770735 1.124615 2.228538 -0.06 -0.17 0.07
O -1.999915 0.170287 2.263925 0.20 -0.02 0.39
H 0.198738 -2.144064 0.883640 0.10 0.04 0.08
H 1.201123 -3.268384 0.523648 -0.25 0.05 0.33
O 0.670651 -2.920732 1.284344 -0.03 -0.22 -0.34
H -3.226209 0.210840 -3.667619 0.21 -0.09 0.13
H -2.073396 -0.484211 -2.834109 -0.41 0.55 -0.62
O -2.305331 0.315811 -3.397217 0.27 -0.46 0.34
H -1.391763 3.287058 -0.957807 0.30 0.43 0.27
H -0.883079 4.748232 -0.560912 -0.10 0.10 -0.06
O -0.801290 3.826711 -0.306366 -0.38 -0.60 -0.48
H 4.773606 -0.778589 -0.691118 0.20 0.19 0.12
H 3.639879 0.218691 -0.259259 0.76 -0.29 0.20
O 3.885393 -0.479329 -0.902044 1.99 -0.67 0.22

=====

(6)
11
Properties=species:S:1:pos:R:3:forces:R:3 method="wB97M-V/def2-TZVPD" charge=+2 s2=2.024 lumo_energy_ha="-0.405 / -0.531" multiplicity=3 homo_ev="-18.41 / -20.24" homo_lumo_gap_ev="7.4 / 5.8"
O 0.507879 -1.832248 0.866514 0.26 -0.19 -0.28
Ag -1.339907 -0.609855 -1.364361 -0.04 -1.29 -0.20
C -0.179259 -2.092065 -0.182453 1.88 -0.30 -0.90
C 1.244093 -0.713508 1.092129 -0.23 -0.18 -0.01
H 1.461634 -0.095180 0.224127 -0.14 0.01 0.37
H 1.715444 -0.702808 2.069481 -0.20 0.13 -0.12
F 0.157892 -3.225524 -0.728043 -1.59 1.14 0.73
C -0.867774 2.287209 -0.391574 -0.35 1.20 -2.29
O -1.517855 1.434813 -0.995759 0.34 0.23 1.42
H 0.212430 2.378177 -0.593144 0.07 -0.39 0.87
H -1.394577 3.170990 0.003084 -0.01 -0.36 0.42

=====

For the records above, the corresponding calculated total energy values read -855.4686, -116.4988, -1396.5081, -1795.1102, -1815.6292, -513.0436 hartree.